15
Properties=species:S:1:pos:R:3:mulliken_charge:R:1 method="wB97M-V/def2-TZVPD" e_tot_ev=-8836.297 de_lowest_ev=6.658 multiplicity=1 e_lumo_ev="0.252 / 0.253" homo_lumo_gap_ha="0.2928 / 0.2926"
H 1.708 -0.343 1.008 0.3021
H -0.908 1.407 -0.714 0.2854
N 0.418 -0.183 -0.698 -0.2002
H -2.742 0.449 0.911 0.3459
H 1.269 1.913 -1.877 0.2431
O -2.601 -0.245 0.254 -0.4655
H -0.983 -0.872 1.416 0.3568
O 1.463 1.744 -0.944 -0.7793
C 1.469 -0.835 0.060 -0.7300
H 1.170 -1.873 0.252 0.3063
H -1.271 -1.688 -0.184 0.3352
C -1.344 -0.774 0.391 -0.4017
H 0.119 1.259 0.844 0.3910
C -0.129 0.901 -0.156 -0.2837
H 2.362 -0.862 -0.562 0.2946

***

12
Properties=species:S:1:pos:R:3:mulliken_charge:R:1 method="wB97M-V/def2-TZVPD" e_tot_ev=-5181.696 de_lowest_ev=0.592 multiplicity=2 e_lumo_ev="4.539 / 4.579" homo_lumo_gap_ha="0.1166 / 0.3738" total_charge=-1 s_squared=0.7508
N -2.230 -1.097 1.281 -0.6672
N -1.608 -1.028 -1.033 -0.5448
H 2.469 1.769 -1.179 0.5803
H 1.320 1.419 0.192 0.3764
H -2.535 -1.139 -1.449 0.4817
H -1.074 -0.236 -1.334 0.5748
C 2.303 1.773 -0.092 -2.4974
H 3.018 1.118 0.397 0.6052
C -1.420 -1.453 0.295 -1.2648
H 2.434 2.769 0.344 0.4842
H -1.994 -1.675 2.096 0.3594
H -0.682 -2.221 0.483 0.5121

***

90
Properties=species:S:1:pos:R:3:mulliken_charge:R:1 method="wB97M-V/def2-TZVPD" e_tot_ev=-126143.198 multiplicity=1 e_lumo_ev=0.032 homo_lumo_gap_ha=0.2972
O 3.422 -1.768 -0.109 -0.6020
S 0.543 3.250 -4.358 0.5272
H 3.695 0.491 -1.389 0.1791
H 5.130 -2.441 -3.235 0.3574
H 4.986 1.540 2.193 0.4607
C -3.698 -4.323 0.907 -0.7736
C 3.154 -0.097 -2.130 -0.5201
H 0.420 -0.380 -0.671 -0.4611
H 2.272 -1.600 4.230 0.2946
O 1.090 -1.691 -4.266 -0.5995
H -2.863 1.632 3.982 0.3072
O 2.477 1.445 4.193 -0.5822
C -4.888 -3.733 0.465 -0.5620
H 0.512 -4.572 -5.168 0.3707
H -1.660 -3.367 1.223 0.6067
H 5.778 -1.393 -1.863 0.3007
C 3.905 4.444 -0.851 -1.2215
S -4.791 2.574 2.986 0.4094
H -5.166 -1.659 -0.406 0.4474
C -0.408 -1.861 3.832 -1.2327
H 4.304 4.213 -1.839 0.3812
H -1.766 -1.435 -4.338 0.3625
C -0.141 1.542 -4.548 -0.6945
C -0.816 2.304 -0.724 -0.7374
S 0.173 -2.674 -3.604 0.6434
H -0.906 1.522 -5.324 0.5282
H 3.513 0.885 1.580 -0.1337
H 1.891 4.578 0.896 0.4484
C -2.238 -3.798 4.606 -1.1905
H -0.402 1.272 -3.525 -0.1232
H -2.123 -2.731 -3.067 0.4444
H 0.447 -0.861 0.980 0.2592
H 3.112 5.185 -0.957 0.3329
H -0.538 -3.400 -5.763 0.3124
H 1.476 0.456 0.477 -0.4983
C -3.795 2.748 1.431 -0.6425
S 3.393 -1.869 -1.642 0.5153
H -4.225 3.565 0.852 0.4321
O -2.467 -1.273 5.423 -0.6885
O 2.119 2.502 -1.289 -0.3440
H -1.013 5.093 -4.069 0.4163
H -4.302 0.890 4.587 0.4150
C -1.496 -1.900 -3.390 -0.7600
C 2.336 3.639 1.224 -0.8770
C -2.695 -3.376 0.917 -0.6009
H 4.684 4.888 -0.232 0.3950
H 1.622 2.857 1.480 0.0531
H -1.720 2.466 -1.310 0.6249
H 3.074 3.805 2.009 0.4568
C -0.315 -3.940 -4.843 -1.0770
H 0.021 -1.685 4.819 0.5357
H 4.932 -0.109 2.037 0.3829
H -0.217 -0.939 3.284 0.2388
H -0.454 3.265 -0.357 0.4967
H -2.755 2.987 1.653 0.1056
H -5.851 -4.220 0.510 0.3896
H -1.585 -3.828 5.477 0.3898
S 3.606 0.394 3.993 0.3641
S -0.983 1.073 0.633 0.3572
S -2.197 -2.031 4.109 0.7627
H -3.605 -5.327 1.294 0.4100
S 3.181 2.887 -0.236 0.5174
H -0.092 1.920 -1.443 -0.4523
H 2.120 0.235 -2.227 -0.1678
N -3.258 -2.244 0.360 0.7470
H -1.534 -1.138 -2.611 -0.0524
H -3.272 -4.070 4.818 0.3678
H -0.864 3.905 -2.703 -0.0175
C -3.808 1.191 3.664 -0.4828
C 4.285 0.717 2.331 -0.5719
H 5.290 -3.059 -1.581 0.3617
C 5.083 -2.172 -2.180 -1.0479
H -1.132 -4.544 -4.448 0.3570
H 0.035 -2.704 3.302 0.5046
H 3.548 0.088 -3.129 0.5811
C -0.946 4.044 -3.781 -0.5553
H -3.478 0.341 3.066 -0.1069
O 0.731 3.718 -5.842 -0.7055
C -4.565 -2.427 0.057 -0.5685
H -1.972 -4.515 3.829 0.3181
C 0.486 0.021 0.341 0.5748
H -2.748 -1.406 0.119 0.1599
C 2.844 -1.161 3.413 -0.3508
H -1.826 3.485 -4.099 0.2864
H 2.212 -0.993 2.541 -0.1878
H -3.985 1.843 0.855 0.2181
H 0.572 0.778 -4.857 0.3777
O -4.341 3.737 3.838 -0.6314
H 3.609 -1.892 3.150 0.4468
O -2.183 0.191 0.440 -0.7127

***

11
Properties=species:S:1:pos:R:3:mulliken_charge:R:1 method="wB97M-V/def2-TZVPD" e_tot_ev=-10144.154 de_lowest_ev=0.000 multiplicity=2 e_lumo_ev="-4.508 / -4.514" homo_lumo_gap_ha="0.2800 / 0.3227" total_charge=+1 s_squared=0.7529
O -2.659 0.474 -0.282 -0.3550
C 0.769 -1.916 0.170 0.1467
C 2.035 -1.122 0.187 -0.2558
O 1.820 0.231 0.183 -1.0623
O -0.325 -1.329 0.331 -0.6622
H 0.781 -3.012 0.071 0.3945
H 2.621 -1.483 -0.688 0.3133
H -3.397 1.084 -0.066 0.3573
C -2.968 -0.779 -0.278 0.0230
Sr -0.174 0.993 0.220 1.7947
H 2.603 -1.480 1.076 0.3058

***

19
Properties=species:S:1:pos:R:3:mulliken_charge:R:1 method="wB97M-V/def2-TZVPD" e_tot_ev=-11959.137 de_lowest_ev=2.009 multiplicity=1 e_lumo_ev=-4.453 homo_lumo_gap_ha=0.3261 smiles="CC(C)=[N+](C)OC=C=O" total_charge=+1
C -3.025 -0.183 -0.338 0.8213
C -0.682 -1.273 1.204 -1.6226
H -3.522 1.765 0.269 0.4100
C 1.044 -0.949 -0.622 -1.5058
C 0.186 1.731 -0.921 -1.0394
O -3.159 -1.197 -0.882 -0.3124
C -2.769 1.003 0.141 -0.6343
H 1.154 -2.016 -0.453 0.3875
H -0.231 2.722 -0.757 0.3223
H -1.207 -2.106 0.730 0.4195
N -0.448 0.815 -0.007 0.4707
H 0.009 1.435 -1.957 0.3781
C -0.073 -0.408 0.178 1.1628
O -1.519 1.334 0.699 -0.3035
H 1.983 -0.466 -0.344 0.3953
H 1.261 1.762 -0.738 0.3868
H 0.115 -1.724 1.800 0.4888
H 0.904 -0.768 -1.689 0.4113
H -1.366 -0.742 1.863 0.3635

***

17
Properties=species:S:1:pos:R:3:mulliken_charge:R:1 method="wB97M-V/def2-TZVPD" e_tot_ev=-19804.217 de_lowest_ev=2.122 multiplicity=1 e_lumo_ev=-3.590 homo_lumo_gap_ha=0.4179 total_charge=+1
C -0.790 0.994 -1.054 0.0295
H 1.672 2.805 -1.180 0.3111
N -0.178 2.003 -0.985 -0.0130
H -1.213 -0.317 -0.978 0.2874
C 0.664 3.127 -0.908 -0.4827
C -0.010 -3.419 0.422 -0.8574
H -0.191 -4.455 0.084 0.3216
C -0.435 -2.435 -0.519 0.1887
H 0.198 -2.430 -1.364 0.3433
H 0.629 3.453 0.103 0.1971
H -0.396 -3.326 1.497 0.2948
N -1.189 -1.402 -0.384 -0.4360
H 1.129 -3.234 0.423 0.2696
Cl 0.716 2.546 2.471 -0.2675
H 0.718 3.341 3.407 0.2506
H -1.615 -1.158 0.531 0.2807
H 0.290 3.908 -1.567 0.2821

***

47
Properties=species:S:1:pos:R:3:mulliken_charge:R:1 method="wB97M-V/def2-TZVPD" e_tot_ev=-38988.454 de_lowest_ev=2.377 multiplicity=1 e_lumo_ev=-3.054 homo_lumo_gap_ha=0.3171 total_charge=+1
H -3.730 2.945 -1.419 0.3240
O -3.465 1.417 1.010 -0.6891
H 5.176 0.527 -0.123 0.4513
C 1.889 1.561 0.361 0.4821
H -2.168 3.482 -1.444 0.2995
H 3.636 -2.516 -0.834 0.5349
H 3.445 0.728 1.497 0.3595
C 1.311 1.426 -0.898 -0.3666
N 3.576 -0.443 -1.142 -0.0489
C 3.354 1.354 0.606 -0.7839
H -3.997 -0.946 1.261 0.4271
H -1.092 -1.474 -1.487 0.6673
C -0.313 1.818 1.332 -0.5596
S -2.573 1.120 -0.053 1.7715
H -0.533 1.218 -1.988 0.5452
C 0.135 -1.266 1.658 -0.6774
H 3.999 -1.573 0.619 0.3163
H -5.249 -1.561 -0.705 0.2535
H 2.178 -1.520 2.208 0.4721
C -4.493 -2.293 -0.929 -0.8934
H 3.814 2.315 0.854 0.5837
C -0.368 -1.491 -0.687 -0.3086
H -0.963 1.957 2.181 0.5132
C 3.374 -1.611 -0.282 -1.6138
H -3.110 3.701 -0.092 0.3096
C 1.912 -1.657 0.086 0.7196
N -2.891 3.072 -0.859 -0.7021
C 1.063 1.832 1.455 -0.9429
C -0.769 -1.191 0.608 0.5590
H -4.667 -2.921 -1.786 0.2968
H 1.934 1.259 -1.760 0.3902
H 1.302 -1.903 -1.947 0.3892
H 4.127 -0.694 -1.953 0.2519
C 4.173 0.735 -0.533 -1.2720
H -2.907 -2.218 1.889 0.3368
H -0.203 -1.083 2.667 0.5315
O -2.973 0.519 -1.275 -0.6004
C 1.472 -1.502 1.392 -0.5184
H 4.293 1.471 -1.333 0.4335
C -0.066 1.403 -1.034 -0.6911
O -2.040 -0.655 0.875 -0.3666
H 1.506 1.999 2.426 0.4305
H -2.659 -3.165 -0.416 0.4107
C 0.970 -1.725 -0.936 -1.0508
C -3.410 -2.422 -0.185 0.0760
C -3.144 -1.585 1.026 -0.6374
C -0.854 1.553 0.090 0.5863

***

48
Properties=species:S:1:pos:R:3:mulliken_charge:R:1 method="wB97M-V/def2-TZVPD" e_tot_ev=-113124.560 de_lowest_ev=0.599 multiplicity=1 e_lumo_ev="-8.819 / -9.514" homo_lumo_gap_ha="0.2073 / 0.1825" total_charge=+2
H -2.433 -2.519 1.152 0.1140
H 0.797 3.226 -2.885 0.3454
C 1.239 -0.253 -0.347 0.4410
Se -2.140 0.661 1.184 -0.0123
C -1.257 -1.068 3.305 -0.6642
H -3.132 -2.471 -0.483 0.3620
P -0.698 -2.328 -0.555 1.1891
H -0.065 1.067 -5.818 0.3410
Y -0.952 0.324 -1.630 -0.0999
C 0.401 -3.033 0.724 -1.2363
H -2.095 -1.709 3.028 0.5371
C -1.156 0.211 2.705 0.3000
C -0.445 -3.568 -1.869 -1.3326
H 0.204 -4.108 0.834 0.4378
H 1.752 1.965 1.482 0.2400
H 1.620 -1.001 5.131 0.4195
O 2.334 -0.544 -0.099 -0.2280
H 2.865 2.165 0.104 0.4804
H 1.446 -2.891 0.430 0.4635
H 1.261 4.534 -1.757 0.4049
H -2.354 -3.986 0.103 0.4551
H -0.498 -0.635 -5.843 0.3451
C 1.335 3.457 -1.957 -1.2651
H -1.026 -4.469 -1.639 0.4239
C -0.493 3.796 0.169 -1.3264
H 0.120 4.676 0.415 0.4486
P 0.578 2.512 -0.587 1.3699
C -0.240 -1.510 4.145 -0.3768
H 2.389 3.177 -2.070 0.3766
C 1.971 2.568 0.594 -1.4781
H 0.237 -2.537 1.688 0.1479
H 2.168 3.603 0.906 0.4428
C -2.315 -2.885 0.124 -1.0074
C 0.218 0.082 -5.413 -0.9633
C -0.216 1.136 3.212 -0.6881
H 1.588 1.371 4.378 0.4660
H -0.960 3.387 1.075 0.2850
H 1.245 -0.175 -5.737 0.3393
C 0.796 -0.639 4.512 -0.5236
H -1.288 4.075 -0.533 0.3990
C 0.794 0.692 4.061 -0.3236
H -0.789 -3.150 -2.821 0.3447
H -0.245 -2.534 4.523 0.4729
H 0.616 -3.824 -1.952 0.3795
C 0.032 0.114 -3.943 0.7559
H -0.240 2.168 2.854 0.5963
I -3.803 0.997 -1.877 -0.2300
O 0.833 -0.126 -3.025 -0.3684

***

36
Properties=species:S:1:pos:R:3:mulliken_charge:R:1 method="wB97M-V/def2-TZVPD" e_tot_ev=-18605.317 de_lowest_ev=1.102 multiplicity=1 e_lumo_ev=-2.644 homo_lumo_gap_ha=0.3743 total_charge=+1
H -1.753 0.785 2.420 0.3009
C -4.643 -0.585 -0.212 -1.3526
H 2.438 -1.817 -1.636 0.3926
C 3.744 -0.574 1.319 -1.5956
H 3.689 0.402 1.840 0.4020
H 1.660 -2.123 -0.216 0.4619
N -2.397 0.253 0.457 -0.1719
H 3.027 -1.173 1.882 0.4384
C -3.290 -0.069 -0.405 1.1687
N 1.912 0.397 -0.125 1.2529
H 4.621 0.985 -0.247 0.4940
N 2.047 1.707 -0.248 -0.8999
H 4.026 0.523 -1.859 0.3749
C -2.949 0.107 -1.843 -1.4944
H 1.025 4.048 -0.661 0.3131
H -2.585 -0.863 2.331 0.3227
N 0.009 1.144 0.179 -0.2166
C 0.813 2.177 -0.046 0.2509
C 2.569 -1.841 -0.578 -1.6999
H -3.532 0.979 -2.281 0.3001
C 3.066 -0.502 -0.132 1.3565
H -0.527 3.594 -0.484 0.2642
H -4.743 -0.948 0.893 0.3247
H 5.038 -0.475 -0.966 0.5389
H 4.669 -1.107 1.279 0.4354
H -1.282 0.850 0.269 0.6288
H -3.359 -0.726 -2.581 0.3569
C -2.665 0.197 1.870 -1.0857
H -3.599 0.825 2.201 0.3867
H -4.959 -1.292 -0.937 0.4327
H 3.296 -2.517 -0.137 0.4260
H -5.356 0.194 -0.271 0.3566
N 0.377 3.481 -0.059 -0.5317
H -1.964 0.118 -1.945 0.4333
C 4.306 0.191 -0.795 -1.7398
N 0.648 0.060 0.147 -0.6258

***

15
Properties=species:S:1:pos:R:3:mulliken_charge:R:1 method="wB97M-V/def2-TZVPD" e_tot_ev=-10775.457 de_lowest_ev=4.290 multiplicity=1 e_lumo_ev=0.323 homo_lumo_gap_ha=0.3074
C -1.152 -0.537 -0.570 -0.6594
H -0.472 1.769 -0.106 0.4585
H -1.570 0.546 2.290 0.2904
N -1.319 1.350 1.711 -0.7364
H 0.037 -0.052 -2.186 0.2115
O -0.298 -1.269 1.523 -0.5364
H 0.259 -0.942 2.243 0.3597
H 2.758 0.053 -1.241 0.2584
H 2.075 -0.710 0.775 0.3080
C -0.056 -0.512 0.375 0.8939
C -0.790 1.027 0.623 -0.0825
N -0.904 -0.232 -1.827 -0.2006
C 1.366 -0.429 -0.016 -0.1981
H -1.678 -0.117 -2.462 0.2239
N 1.745 0.055 -1.131 -0.5907

***

140
Properties=species:S:1:pos:R:3:mulliken_charge:R:1 method="wB97M-V/def2-TZVPD" e_tot_ev=-87023.857 de_lowest_ev=0.332 multiplicity=1 e_lumo_ev=-1.455 homo_lumo_gap_ha=0.3266 total_charge=+1
C 6.550 -3.222 1.929 -1.7029
C 0.078 -0.302 -4.253 0.0092
H -0.675 6.548 3.688 0.3826
C 7.051 -1.700 4.611 -1.4237
C -2.025 3.741 4.331 -0.2026
H -2.106 -4.493 -1.884 0.0620
C 1.421 6.029 0.349 -0.2739
H 4.988 -2.977 3.368 0.2791
C 0.920 0.454 4.271 0.1496
C -0.812 0.833 0.561 -1.6263
C 2.809 -1.060 3.279 -0.4338
H 7.228 -3.691 2.634 0.4647
C -3.876 3.131 1.372 -0.6820
C -3.547 2.268 -0.832 0.4623
H 2.873 -1.930 3.895 0.6329
C -1.211 4.556 4.005 0.0106
H 2.025 6.278 2.403 0.3547
N 0.040 -2.875 -3.576 -0.0448
H -4.333 -1.814 0.412 0.1997
H -7.503 2.022 0.879 0.2878
H -0.184 2.128 4.618 0.3028
C -5.210 2.771 1.318 -0.8395
N 0.647 1.871 4.095 -0.5691
C -2.633 -3.144 0.505 0.5094
H 3.070 -4.441 -2.261 0.4644
C -3.026 2.878 0.304 -0.9720
H -0.427 3.165 -2.809 0.3795
H 3.549 3.810 -0.743 0.3684
N -0.032 -0.987 -0.264 -0.0871
H -2.909 2.058 -1.676 0.0008
C 6.227 -1.206 3.428 -0.1529
C 0.365 2.427 -2.605 0.2949
C 0.967 1.937 -3.936 -1.3148
H -3.490 3.624 2.252 0.5288
H 2.078 -4.465 0.020 0.7786
H 3.292 -0.902 -3.014 0.4171
C -4.214 -2.623 -3.684 -0.6759
N -3.408 -2.977 -2.527 0.3178
O 2.207 4.858 0.282 -0.3082
H 1.423 2.426 4.435 0.2862
O -1.440 0.065 4.783 -0.5950
H -0.686 -0.121 2.944 -0.2838
H -0.065 1.563 -2.094 -0.5385
O -7.017 1.766 0.086 -0.5664
H 1.328 1.933 1.646 0.6818
H -3.715 -2.912 -5.795 0.3843
N 2.339 0.833 2.271 0.1805
H -5.863 2.978 2.156 0.3140
H -0.170 -1.409 4.065 0.7008
H 4.233 -2.353 -2.563 0.3579
N 1.157 -0.791 -3.653 -0.0563
C -2.829 -4.296 -2.669 -0.4055
C -1.575 -3.557 1.527 -1.4266
H -0.804 1.356 -4.932 0.3249
C -1.890 -0.010 0.355 -0.6523
H 5.472 -0.509 3.803 0.2615
H -4.302 -3.933 2.609 0.3325
H -4.935 -3.428 -3.848 0.4349
H 0.756 3.559 1.583 0.4263
C -1.571 3.246 0.389 0.2553
H 3.968 -0.805 -0.618 0.8497
C -4.876 1.903 -0.897 -0.6601
C -3.797 -2.393 1.167 -0.2926
H -1.139 -2.914 -1.062 0.4094
N 3.067 -2.653 -0.138 0.1996
H -1.147 -4.825 -3.971 0.5207
H -5.593 -2.781 2.290 0.4384
C -0.961 -2.289 -4.238 0.4239
C -1.966 -2.335 -0.632 -1.1922
H -3.085 -1.393 -5.107 0.4227
C 4.549 -1.785 1.633 -0.5851
H -3.410 -1.701 1.918 0.1402
N 0.077 1.011 -4.583 -0.1121
H -2.935 0.122 0.508 1.3832
H 0.484 5.911 -0.209 0.1864
H 7.134 -2.630 1.227 0.3709
O 0.205 5.309 2.277 -0.2342
H -1.264 -0.202 5.693 0.3769
C 1.097 6.299 1.814 -0.9668
H -3.046 -4.048 0.048 0.7457
H -1.168 3.351 -0.618 -0.4141
N -1.345 -1.129 -0.160 1.3241
N 0.298 0.176 0.164 0.7609
H 0.634 5.498 4.299 0.3597
H -0.808 -4.176 1.067 0.2821
H 1.294 -4.455 -2.418 0.3044
C 3.141 -1.437 -0.926 0.7944
H 1.894 1.400 -3.727 0.3902
H -2.730 3.022 4.632 0.5247
H 5.104 -1.244 0.865 0.6549
H 6.871 -0.652 2.741 0.3284
C 3.300 -1.803 -2.405 -2.0026
H -3.634 -5.035 -2.593 0.5963
H 1.019 2.702 0.165 -0.1191
O 3.447 -3.917 1.684 -0.6897
C 2.844 4.619 -0.949 -1.0875
H -2.740 -4.983 -4.753 0.2766
C -2.140 -4.387 -4.061 -1.0167
N 3.596 -0.862 2.199 1.6195
O -3.338 -0.821 -1.882 -0.5920
C 1.097 -2.089 -3.352 0.3364
C -3.280 -2.445 -4.908 -0.9019
C 5.540 -2.345 2.665 0.1616
C -5.719 2.148 0.184 0.8187
H 6.037 -4.010 1.385 0.3908
H 3.393 5.510 -1.283 0.4824
H -1.094 -2.682 1.961 0.1354
H 1.127 4.932 -2.262 0.3602
C -4.784 -3.345 1.833 -1.6075
C -0.371 -0.334 3.967 -0.3153
C -0.226 5.545 3.611 -1.0016
C -2.955 -1.968 -1.754 -0.1860
H 1.163 2.771 -4.615 0.3810
H -5.215 -4.025 1.102 0.3587
C 3.658 -2.905 1.041 0.1918
O 1.300 2.955 -1.686 -0.0270
H 0.640 7.294 1.906 0.4413
H 7.445 -0.854 5.169 0.4204
N 0.681 2.632 1.141 1.0491
C -0.732 2.203 1.149 -0.3625
H -4.747 -1.700 -3.462 0.3061
C 2.151 -3.877 -2.075 -1.2952
H -2.032 -4.127 2.330 0.5489
H -1.066 2.174 2.192 -0.1171
N 3.293 0.276 1.613 -1.6405
C 1.997 0.055 3.318 -0.8475
N 2.208 -2.646 -2.822 0.1437
H 1.972 6.887 -0.059 0.5086
C 2.017 -3.558 -0.583 0.2126
N -0.998 -1.005 -4.593 -0.4693
H 6.438 -2.298 5.281 0.3329
H 2.210 -0.875 -0.799 -0.8213
N -2.008 -3.066 -4.616 -0.0902
H -5.273 1.417 -1.772 0.3861
C 1.901 4.174 -2.073 -0.5527
H 1.241 0.191 5.298 0.6272
H 2.492 4.048 -2.987 0.4261
H -1.462 4.195 0.916 0.9902
H 1.059 -3.055 -0.412 -0.5854
H 7.890 -2.305 4.281 0.3273